[1]
12
Properties=species:S:1:pos:R:3 method="wB97M-V/def2-TZVPD" gap_ev="7.98 / 7.77" lumo_ev="-8.031 / -7.777" charge=+1 energy_ev=-6756.1057
C -3.000 -0.752 0.215
C -1.866 -0.400 0.087
C 0.758 -1.843 -0.162
C -1.265 0.982 -0.214
C 0.206 0.586 0.046
N 0.047 -0.892 0.034
H 1.923 -1.675 -0.372
H 0.446 -2.785 -0.392
H -1.451 1.377 -1.270
H -1.784 1.650 0.626
H 0.780 0.964 -0.732
H 0.505 0.824 1.061

***

[2]
8
Properties=species:S:1:pos:R:3 method="wB97M-V/def2-TZVPD" gap_ev=10.05 lumo_ev=-0.949 charge=0 energy_ev=-14224.8143
C 1.281 0.046 0.619
N 0.450 -0.556 1.312
N -1.504 0.650 -0.937
O 2.109 0.618 0.067
F 0.376 -1.919 0.871
F -0.585 -0.505 -1.199
F -0.723 1.646 -0.961
H -1.405 0.020 0.228

***

[3]
18
Properties=species:S:1:pos:R:3 method="wB97M-V/def2-TZVPD" gap_ev=5.91 lumo_ev=3.729 charge=-1 smiles="C=CCCCC[O-]" energy_ev=-8445.7482
C 0.754 -1.260 2.311
C 1.437 -0.908 1.158
C 0.792 -1.109 -0.178
C 0.489 0.138 -0.955
C -0.411 1.197 -0.319
C -1.905 1.287 -1.059
O -2.500 2.436 -0.790
H -0.110 -1.952 2.146
H 1.104 -1.270 3.295
H 2.349 -0.319 1.144
H 1.357 -1.790 -0.822
H -0.204 -1.579 -0.040
H 1.536 0.501 -1.370
H 0.052 -0.144 -1.940
H -0.650 1.024 0.772
H -0.132 2.241 -0.511
H -2.307 0.323 -0.673
H -1.651 1.186 -2.168